Entry 1:
ORCA calculation (ωB97M-V with the def2-TZVPD basis set) on C6H10N2S in the gas phase at a distorted geometry.

Properties
orbital gap	9.04	eV
ΔE to the lowest compared entry with this formula, charge and spin	324.55	kJ/mol
largest force on an atom	6.5	eV Å⁻¹
SMILES	CC(C)(C)c1csnn1
energy	-20195.49889	eV

CARTESIAN COORDINATES (ANGSTROEM)
C -2.087 -1.319 0.037
C -0.949 0.124 -0.026
C 0.861 0.938 1.161
C 1.229 0.856 -1.329
C 0.763 -1.374 0.032
C 0.550 0.170 -0.101
N -1.678 1.153 -0.021
N -2.969 1.063 0.075
S -3.487 -0.476 0.041
H -1.949 -2.310 -0.248
H 1.905 0.923 1.604
H 0.778 2.050 1.117
H 0.295 0.582 2.089
H 2.188 0.479 -1.343
H 0.578 0.635 -2.156
H 1.244 1.862 -1.060
H 0.650 -1.938 -0.958
H 1.884 -1.524 0.215
H 0.194 -1.894 0.871

Forces on atoms 1 to 6 (eV/Å):
2.1 6.1 -0.4
-2.7 -3.3 -1.4
1.8 0.8 3.6
-3.2 -1.6 1.7
3.3 -1.1 -0.3
-1.3 -1.9 1.1

Löwdin atomic charge list, values in e, 6 entries: atom 1 (C): -0.30, atom 2 (C): -0.25, atom 3 (C): -0.10, atom 4 (C): 0.01, atom 5 (C): -0.09, atom 6 (C): -0.55

=====

Entry 2:
ORCA calculation (ωB97M-V with the def2-TZVPD basis set) on C6H10N2Si in the gas phase at a distorted geometry.

Properties
orbital gap	11.23	eV
ΔE to the lowest compared entry with this formula, charge and spin	82.29	kJ/mol
largest force on an atom	4.6	eV Å⁻¹
SMILES	C[Si](C)(C)C(C#N)C#N
energy	-17240.85794	eV

CARTESIAN COORDINATES (ANGSTROEM)
C 0.245 -2.219 -0.932
C 2.031 -0.724 -0.871
C 0.073 2.156 -0.236
C -2.090 -0.109 -0.137
C 0.589 -0.105 1.821
C 0.620 -0.872 -1.166
N -0.213 -3.246 -0.811
N 3.125 -0.626 -0.537
Si -0.260 0.328 0.176
H 0.912 2.217 -0.950
H -0.697 2.591 -0.713
H 0.340 2.760 0.732
H -1.978 -1.210 -0.359
H -2.520 -0.098 0.798
H -2.751 0.418 -0.882
H 0.156 -1.083 2.211
H 1.578 -0.249 1.543
H 0.544 0.616 2.685
H 0.297 -0.546 -2.373

Forces on atoms 1 to 6 (eV/Å):
-0.1 1.1 -0.6
0.2 0.0 -0.6
3.6 -1.2 2.7
1.5 -1.1 -1.8
-3.1 -0.6 1.1
-0.3 2.3 -2.5

Löwdin atomic charge list, values in e, 6 entries: atom 1 (C): -0.33, atom 2 (C): -0.31, atom 3 (C): -0.17, atom 4 (C): -0.16, atom 5 (C): -0.16, atom 6 (C): -0.32

=====

Entry 3:
ORCA calculation (ωB97M-V with the def2-TZVPD basis set) on a gas-phase ion, C6H10N3O2 (charge +1).

Properties
orbital gap	11.26	eV
ΔE to the lowest compared entry with this formula, charge and spin	12.70	kJ/mol
largest force on an atom	0.9	eV Å⁻¹
net charge	+1
SMILES	NC(=O)O[C@]1([NH3+])C=CCC=N1
energy	-14943.44960	eV

CARTESIAN COORDINATES (ANGSTROEM)
C 0.065 -2.318 -0.424
C -0.564 -1.264 -0.924
C 1.844 -0.805 0.344
C -0.931 1.893 0.857
C 1.271 -2.173 0.442
C -0.108 0.118 -0.551
N 1.258 0.210 -0.125
N -1.444 2.086 2.062
N -0.194 1.092 -1.712
O -0.520 2.776 0.120
O -0.965 0.580 0.484
H -0.265 -3.319 -0.652
H -1.435 -1.343 -1.553
H 2.865 -0.649 0.669
H 1.007 -2.372 1.486
H 2.030 -2.914 0.180
H -1.537 3.026 2.412
H -1.778 1.313 2.613
H -0.230 2.057 -1.161
H -1.026 0.962 -2.291
H 0.658 1.044 -2.276

Forces on atoms 1 to 6 (eV/Å):
0.0 0.1 -0.1
0.1 0.3 0.1
0.0 -0.2 0.0
0.0 0.0 0.0
-0.1 -0.1 -0.1
0.4 -0.8 -0.1

Löwdin atomic charge list, values in e, 6 entries: atom 1 (C): -0.03, atom 2 (C): 0.01, atom 3 (C): -0.08, atom 4 (C): -0.55, atom 5 (C): -0.12, atom 6 (C): -0.47

=====

Entry 4:
ORCA calculation (ωB97M-V with the def2-TZVPD basis set) on a gas-phase ion, C6H10N3O2 (charge +1) at a distorted geometry.

Properties
orbital gap	10.62	eV
ΔE to the lowest compared entry with this formula, charge and spin	499.07	kJ/mol
largest force on an atom	5.4	eV Å⁻¹
net charge	+1
SMILES	CCCC(=O)N([N+]#N)C(C)=O
energy	-14938.40880	eV

CARTESIAN COORDINATES (ANGSTROEM)
C -2.189 0.222 -0.114
C 0.361 0.649 0.786
C -3.483 0.814 -0.447
C 2.896 -1.854 -0.267
C 0.701 -0.527 0.190
C 2.272 -0.722 0.554
N -0.777 3.475 -0.374
N -0.909 2.371 -0.322
N -1.040 1.189 -0.243
O -1.924 -0.874 0.217
O 0.599 1.394 1.649
H -3.718 0.663 -1.468
H -3.423 1.855 -0.334
H -4.418 0.385 0.120
H 2.823 -1.760 -1.300
H 3.953 -1.844 0.018
H 2.304 -2.830 -0.032
H 0.212 -1.432 0.555
H 0.440 -0.551 -0.851
H 2.840 0.173 0.083
H 2.478 -0.796 1.581

Forces on atoms 1 to 6 (eV/Å):
-0.9 0.4 -0.1
-1.3 2.9 2.8
-2.4 -1.0 1.3
-1.4 -2.0 2.8
3.7 -3.9 -0.1
0.4 1.8 -4.6

Löwdin atomic charge list, values in e, 6 entries: atom 1 (C): -0.38, atom 2 (C): -0.24, atom 3 (C): 0.04, atom 4 (C): -0.10, atom 5 (C): -0.11, atom 6 (C): -0.17

=====

Entry 5:
ORCA calculation (ωB97M-V with the def2-TZVPD basis set) on 2 unconnected molecules or ions with the total composition C6H10N3O4P at a distorted geometry.

Properties
orbital gap (spin up / spin down)	7.04 / 7.04	eV
ΔE to the lowest compared entry with this formula, charge and spin	371.26	kJ/mol
largest force on an atom	3.9	eV Å⁻¹
net charge	-2
energy	-28330.85547	eV

CARTESIAN COORDINATES (ANGSTROEM)
C 0.812 -2.154 -3.152
C 0.503 -0.655 -1.648
C 2.874 -0.585 -0.940
C -1.373 0.018 0.852
C -2.470 0.572 2.097
C -0.586 0.944 0.126
N -0.165 -1.423 -2.606
N 2.012 -1.981 -2.778
N 1.777 -1.052 -1.727
O 1.781 2.561 -0.179
O 0.104 2.787 1.756
O 1.712 0.741 1.670
O -2.079 1.429 2.966
P 0.984 1.721 0.765
H 0.765 -2.802 -3.917
H 2.490 -0.098 -0.006
H 3.433 -1.586 -0.725
H 3.531 0.202 -1.368
H -2.059 -0.515 0.206
H -0.767 -0.804 1.380
H -2.561 -0.387 2.516
H -3.240 0.850 1.257
H -1.195 1.685 -0.516
H -0.772 2.337 2.041

Forces on atoms 1 to 6 (eV/Å):
-1.2 1.3 0.4
-1.0 -0.7 -0.6
1.1 -1.1 1.4
1.7 -2.5 0.9
0.2 1.6 -2.2
0.1 1.0 -1.4

Löwdin atomic charge list, values in e, 6 entries: atom 1 (C): -0.43, atom 2 (C): -0.11, atom 3 (C): -0.10, atom 4 (C): -0.27, atom 5 (C): -0.46, atom 6 (C): -0.11

=====

Entry 6:
ORCA calculation (ωB97M-V with the def2-TZVPD basis set) on C6H10N3OPS in the gas phase at a distorted geometry.

Properties
orbital gap	9.33	eV
ΔE to the lowest compared entry with this formula, charge and spin	0.00	kJ/mol
largest force on an atom	4.3	eV Å⁻¹
energy	-33023.82252	eV

CARTESIAN COORDINATES (ANGSTROEM)
C 1.454 -1.284 0.382
C 2.185 0.069 0.370
C 0.498 -1.331 -0.778
C 1.214 1.090 0.836
C -0.483 -0.006 -0.743
C 0.031 1.284 -0.177
N -1.680 -0.140 0.101
N -1.905 0.999 0.797
N -1.083 1.890 0.570
O -3.633 0.103 -1.650
P -3.352 -0.239 -0.276
S -4.438 -0.870 1.237
H 2.169 -2.137 0.148
H 1.015 -1.319 1.366
H 3.057 0.157 0.839
H 2.441 0.304 -0.608
H 0.764 -1.461 -1.828
H -0.142 -2.276 -0.653
H 0.788 0.734 1.800
H 1.490 2.243 0.923
H -0.891 0.187 -1.756
H 0.501 1.999 -0.901

Forces on atoms 1 to 6 (eV/Å):
2.8 -0.3 -1.6
-3.0 -0.4 -1.3
-4.2 0.3 0.7
-1.8 3.0 0.8
-0.7 -1.5 -1.8
2.4 0.6 0.2

Löwdin atomic charge list, values in e, 6 entries: atom 1 (C): -0.19, atom 2 (C): -0.21, atom 3 (C): -0.12, atom 4 (C): -0.17, atom 5 (C): -0.22, atom 6 (C): -0.30

=====

Entry 7:
ORCA calculation (ωB97M-V with the def2-TZVPD basis set) on C6H10N4 in the gas phase at a distorted geometry.

Properties
orbital gap	10.60	eV
ΔE to the lowest compared entry with this formula, charge and spin	310.83	kJ/mol
largest force on an atom	6.1	eV Å⁻¹
SMILES	C[C@@H]1Cc2nnnn2[C@H]1C
energy	-12341.24908	eV

CARTESIAN COORDINATES (ANGSTROEM)
C 0.237 1.821 0.484
C 0.595 1.328 -0.870
C -0.016 -0.085 -0.966
C -0.011 -0.791 0.464
C 0.902 -1.144 -1.837
C -1.143 -1.568 1.004
N 0.062 2.903 1.227
N -0.455 2.469 2.392
N -0.593 1.206 2.399
N -0.128 0.816 1.281
H 0.213 2.047 -1.684
H 1.724 1.244 -0.931
H -1.085 -0.097 -1.332
H 0.981 -1.102 0.910
H 1.959 -1.131 -1.721
H 0.722 -0.738 -2.811
H 0.468 -2.063 -1.599
H -2.017 -0.924 0.699
H -1.168 -1.503 2.195
H -1.247 -2.689 0.696

Forces on atoms 1 to 6 (eV/Å):
-0.6 -0.4 1.7
0.8 1.1 -1.2
1.5 -3.1 0.7
1.4 4.6 2.0
-2.2 3.6 0.3
-2.1 -0.4 1.6

Löwdin atomic charge list, values in e, 6 entries: atom 1 (C): -0.35, atom 2 (C): -0.09, atom 3 (C): -0.26, atom 4 (C): -0.17, atom 5 (C): -0.03, atom 6 (C): -0.11

=====

Entry 8:
ORCA calculation (ωB97M-V with the def2-TZVPD basis set) on 2 unconnected molecules or ions with the total composition C6H10N4O at a distorted geometry.

Properties
orbital gap (spin up / spin down)	9.24 / 7.93	eV
ΔE to the lowest compared entry with this formula, charge and spin	17.88	kJ/mol
largest force on an atom	3.7	eV Å⁻¹
multiplicity	3
net charge	+2
energy	-14370.22571	eV

CARTESIAN COORDINATES (ANGSTROEM)
C -0.327 -0.430 1.109
C -0.550 -2.029 -0.733
C -1.353 -1.088 1.771
C -1.611 -2.577 -0.083
C 0.053 -0.882 -0.202
C 0.909 2.203 -0.199
N -1.932 -2.137 1.163
N 1.059 2.751 0.958
N 1.150 -0.302 -0.726
N 1.034 2.556 -1.458
O 1.201 -0.256 -2.074
H 0.240 0.421 1.405
H 0.061 -2.620 -1.446
H -1.781 -0.829 2.695
H -2.060 -3.444 -0.634
H -2.669 -2.666 1.697
H 1.012 2.235 1.885
H 1.227 3.830 1.088
H 1.211 3.426 -1.918
H 0.979 1.703 -2.133
H 2.146 0.135 -2.166

Forces on atoms 1 to 6 (eV/Å):
-0.4 -0.8 -1.5
1.5 0.0 -0.5
1.0 0.3 -1.6
0.1 -1.3 -0.4
-0.4 -0.9 1.3
0.7 1.3 -0.7

Löwdin atomic charge list, values in e, 6 entries: atom 1 (C): 0.07, atom 2 (C): 0.05, atom 3 (C): 0.02, atom 4 (C): 0.01, atom 5 (C): -0.23, atom 6 (C): -0.11

=====

Entry 9:
ORCA calculation (ωB97M-V with the def2-TZVPD basis set) on C6H10N4O2 in the gas phase at a distorted geometry.

Properties
orbital gap	7.47	eV
ΔE to the lowest compared entry with this formula, charge and spin	409.33	kJ/mol
largest force on an atom	2.7	eV Å⁻¹
energy	-16435.17980	eV

CARTESIAN COORDINATES (ANGSTROEM)
C -0.302 1.666 -0.259
C -0.623 -1.384 -0.310
C 0.472 -1.242 -1.368
C -0.096 -1.359 1.143
C 1.317 0.037 -1.287
C -0.597 -0.173 1.886
N -0.654 2.905 -0.557
N -0.001 3.222 -1.665
N 0.735 2.270 -2.083
N 0.568 1.254 -1.216
O 0.245 0.459 2.706
O -1.916 -0.021 1.975
H -1.339 -0.570 -0.432
H -1.147 -2.321 -0.499
H 1.155 -2.093 -1.293
H -0.007 -1.283 -2.347
H -0.422 -2.267 1.659
H 0.992 -1.329 1.167
H 1.977 -0.007 -0.412
H 1.942 0.109 -2.183
H -0.107 1.289 3.060
H -2.191 0.840 2.316

Forces on atoms 1 to 6 (eV/Å):
0.0 -1.9 1.9
-0.1 0.0 -0.2
0.0 0.3 0.1
0.0 0.2 -0.2
0.3 -0.3 0.0
-0.2 1.9 -0.3

Löwdin atomic charge list, values in e, 6 entries: atom 1 (C): -0.19, atom 2 (C): -0.19, atom 3 (C): -0.18, atom 4 (C): -0.09, atom 5 (C): -0.17, atom 6 (C): -0.33

=====

Entry 10:
ORCA calculation (ωB97M-V with the def2-TZVPD basis set) on a gas-phase ion, C6H10N5 (charge +1) at a distorted geometry.

Properties
orbital gap	8.81	eV
ΔE to the lowest compared entry with this formula, charge and spin	82.24	kJ/mol
largest force on an atom	4.1	eV Å⁻¹
net charge	+1
SMILES	C=C(N)/[NH+]=C\Nc1c[nH]cn1
energy	-13827.17115	eV

CARTESIAN COORDINATES (ANGSTROEM)
C 1.208 1.032 2.651
C -0.525 0.347 1.410
C 0.593 -0.453 1.262
C 0.336 -1.976 -0.732
C -0.476 0.209 -1.640
C 0.545 1.058 -1.460
N 1.594 0.053 1.925
N -0.090 1.347 2.357
N 0.704 -1.653 0.479
N -0.317 -1.212 -1.618
N -1.744 0.536 -1.876
H 1.825 1.514 3.440
H 0.474 -3.046 -1.025
H 0.237 2.040 -1.658
H 1.529 0.893 -0.976
H -1.426 0.335 0.840
H -0.775 1.912 2.855
H 0.994 -2.500 0.945
H -0.665 -1.825 -2.396
H -1.762 1.448 -2.263
H -2.258 -0.059 -2.520

Forces on atoms 1 to 6 (eV/Å):
-0.6 1.5 1.0
1.6 0.6 1.4
-2.9 0.8 -1.4
-1.3 0.4 -0.8
3.3 -1.2 0.2
0.0 -1.3 0.6

Löwdin atomic charge list, values in e, 6 entries: atom 1 (C): -0.16, atom 2 (C): 0.01, atom 3 (C): -0.36, atom 4 (C): -0.06, atom 5 (C): -0.49, atom 6 (C): 0.10

=====

Entry 11:
ORCA calculation (ωB97M-V with the def2-TZVPD basis set) on C6H10N6 in the gas phase at a distorted geometry.

Properties
orbital gap	8.40	eV
ΔE to the lowest compared entry with this formula, charge and spin	559.23	kJ/mol
largest force on an atom	5.3	eV Å⁻¹
energy	-15319.78128	eV

CARTESIAN COORDINATES (ANGSTROEM)
C 0.715 2.138 0.604
C -0.859 0.481 0.251
C 2.502 0.550 0.019
C -2.383 0.296 0.248
C -3.024 0.238 -1.303
C 4.121 -1.356 -0.443
N 1.900 1.535 0.351
N -0.458 1.772 0.640
N 3.444 -0.136 -0.148
N -2.838 -0.915 0.933
N 0.503 -1.432 0.442
N -0.144 -0.517 0.372
H 0.874 3.177 1.092
H -2.792 1.209 0.727
H -4.073 0.648 -1.464
H -2.928 -0.860 -1.573
H -2.349 0.809 -1.950
H 3.604 -2.346 0.015
H 5.141 -1.214 0.058
H 4.032 -1.442 -1.566
H -2.733 -0.889 2.036
H -2.256 -1.746 0.660

Forces on atoms 1 to 6 (eV/Å):
3.0 3.7 2.3
-3.5 3.5 0.2
1.2 -0.2 0.3
-1.4 -0.1 -1.9
0.9 -0.6 1.4
-0.6 -1.4 0.5

Löwdin atomic charge list, values in e, 6 entries: atom 1 (C): -0.28, atom 2 (C): -0.33, atom 3 (C): -0.25, atom 4 (C): -0.35, atom 5 (C): -0.05, atom 6 (C): -0.12

=====

Entry 12:
ORCA calculation (ωB97M-V with the def2-TZVPD basis set) on a molecular structure, C6H10N6O2 at a distorted geometry.

Properties
orbital gap	9.85	eV
ΔE to the lowest compared entry with this formula, charge and spin	166.99	kJ/mol
largest force on an atom	9.7	eV Å⁻¹
energy	-19413.04165	eV

CARTESIAN COORDINATES (ANGSTROEM)
C 0.035 -0.351 -0.451
C 1.194 -1.041 -0.808
C -0.714 0.002 -1.529
C 0.158 1.287 1.770
C 2.333 -1.479 0.028
C -2.150 0.451 -1.713
N 1.146 -1.057 -2.155
N -0.228 1.941 2.780
N 0.071 -0.478 -2.523
N 1.139 1.710 0.913
N -0.566 0.210 1.249
N -1.438 -0.657 1.662
O -1.694 -1.656 1.008
O -1.910 -0.351 2.729
H 1.920 -2.039 0.965
H 3.070 -2.122 -0.508
H 2.862 -0.459 0.405
H -2.408 0.815 -0.759
H -2.220 1.251 -2.487
H -2.884 -0.409 -2.016
H -0.813 1.544 3.561
H -0.088 -0.492 -3.501
H 1.880 2.291 1.338
H 1.306 1.088 0.042

Forces on atoms 1 to 6 (eV/Å):
-1.9 1.4 5.0
-0.5 0.5 -1.2
-0.8 -0.7 -1.0
-1.9 0.9 1.5
0.7 0.9 2.1
0.2 -1.1 -1.7

Löwdin atomic charge list, values in e, 6 entries: atom 1 (C): -0.01, atom 2 (C): -0.34, atom 3 (C): -0.24, atom 4 (C): -0.54, atom 5 (C): -0.04, atom 6 (C): 0.00